# 1
This record from OMol25 describes a structure of composition C32H36F48N10O32S16 in a non-equilibrium geometry. The level of theory is ωB97M-V with the def2-TZVPD basis set.

Geometry as XYZ:
```
174
Properties=species:S:1:pos:R:3:forces:R:3
C -13.13974 13.55475 -11.94032 -1.715 -0.481 -0.390
C -13.86924 14.91606 -12.21750 0.073 0.077 1.016
C -12.97181 16.11971 -11.93769 -0.388 1.445 -2.321
N -13.51888 17.48430 -12.46590 0.029 0.915 -0.140
C -14.70051 18.10155 -11.63996 1.948 -1.652 -1.056
C -12.32864 18.55907 -12.50693 -0.302 -0.544 0.728
C -12.30256 19.04596 -13.94410 1.928 1.398 0.296
C -13.59409 18.75459 -14.55038 -1.466 -2.644 -0.053
C -13.89535 17.34870 -13.97805 0.261 -0.132 1.018
H -12.13094 13.39025 -12.31895 -0.084 0.755 0.332
H -13.69790 12.78552 -12.47402 -0.208 0.051 -0.488
H -13.28812 13.14790 -10.94005 0.605 0.595 0.571
H -14.73615 15.14418 -11.59739 -0.300 -0.978 0.433
H -14.31970 14.85888 -13.20841 0.603 0.395 -0.286
H -12.15041 16.04120 -12.64990 0.809 -0.210 0.866
H -12.72218 16.31003 -10.89386 0.282 -0.395 -0.127
H -15.50039 17.36951 -11.75127 -0.217 0.592 0.174
H -14.88080 19.08135 -12.08223 -0.333 -0.211 0.356
H -14.28599 18.12864 -10.63222 -0.424 0.409 0.089
H -12.45361 19.28762 -11.70588 -0.912 0.288 -0.276
H -11.37931 18.15030 -12.16084 -0.131 -0.789 -0.486
H -12.13010 20.11384 -14.07830 0.160 0.130 0.655
H -11.45972 18.59525 -14.46810 -0.237 -0.365 -0.032
H -14.38125 19.39944 -14.15965 -0.056 0.312 -0.660
H -13.51977 18.66716 -15.63432 -0.495 0.383 0.058
H -14.89104 16.92909 -14.12164 -0.072 0.472 0.272
H -13.22302 16.54355 -14.27440 0.266 0.403 -0.739
C -13.26976 12.10968 -7.22608 0.393 1.033 -0.144
C -14.18247 11.03291 -6.63463 -0.320 0.508 -0.286
C -13.85908 10.88352 -5.13189 -0.669 -1.063 -0.190
N -14.17933 9.42685 -4.47107 2.886 -1.059 -0.894
C -13.33802 8.24365 -5.13147 -1.714 2.000 -0.220
C -15.68142 8.96279 -4.52478 2.026 3.334 1.219
C -16.27357 9.84172 -3.37674 0.410 -1.156 -2.128
C -15.14332 9.88279 -2.37319 1.219 -0.009 2.081
C -13.70313 9.48738 -2.98005 -4.100 0.180 -2.210
H -13.50745 12.58222 -8.17913 -0.841 -0.790 -0.335
H -12.23269 11.82671 -7.40640 0.095 -0.192 0.636
H -13.35295 13.00784 -6.61413 0.517 -0.020 0.489
H -14.07338 10.10930 -7.20308 0.051 -0.206 0.226
H -15.19233 11.40631 -6.80449 -0.244 -0.329 0.235
H -14.35835 11.56775 -4.44585 -0.524 0.038 -0.363
H -12.81803 11.18911 -5.02732 0.400 -1.075 0.362
H -13.33136 7.37663 -4.47091 -0.089 0.253 0.055
H -12.33183 8.59176 -5.36492 -0.226 -0.055 -0.129
H -13.98715 8.05896 -5.98740 0.901 -0.443 -0.412
H -15.64560 7.92093 -4.20645 -0.353 0.004 -0.596
H -16.07312 9.28612 -5.48921 0.064 -0.871 -0.137
H -17.22847 9.32772 -3.26681 0.003 0.176 1.438
H -16.51183 10.86770 -3.65726 0.035 -0.217 -0.544
H -15.26170 9.16718 -1.55956 -0.358 0.283 0.242
H -15.14139 10.89702 -1.97391 0.320 -0.218 0.383
H -13.50234 8.43789 -2.76477 0.454 0.465 0.506
H -12.86990 10.18810 -2.92702 -0.229 -0.222 0.331
C -12.43883 27.12674 -13.06018 -1.183 -5.580 -0.553
F -11.92951 26.51563 -14.21645 -0.594 1.739 1.679
F -11.50967 27.77489 -12.44075 0.617 1.487 -0.057
F -13.52529 27.79971 -13.38568 0.300 1.369 -0.281
S -13.06740 25.65697 -11.87838 2.188 -1.287 1.968
O -13.17847 26.14914 -10.53634 -0.069 2.000 0.324
O -14.28042 25.05251 -12.35211 0.675 1.047 -1.246
N -11.60212 24.72832 -11.74074 -3.026 0.608 -1.645
S -12.06858 23.40267 -12.53372 -1.389 -3.079 -1.898
O -13.23521 22.68147 -11.96102 2.260 1.129 -0.725
O -12.12712 23.56301 -14.02330 0.643 -0.154 2.631
C -10.63379 22.15849 -12.15463 -1.017 3.629 2.529
F -10.95323 21.52976 -11.00984 0.098 -0.104 -1.655
F -10.38785 21.47146 -13.16680 -0.587 -3.448 -2.720
F -9.48257 22.80617 -11.97388 0.931 1.202 1.228
C -21.54644 22.07740 -17.57271 1.921 -1.115 1.954
F -21.72247 23.23138 -16.81289 -0.541 -1.630 -1.268
F -22.70932 21.41569 -17.82720 0.495 1.111 0.629
F -21.03538 22.42164 -18.73596 -0.090 0.542 -0.584
S -20.22759 20.78271 -16.60217 -0.173 1.699 3.261
O -20.35981 21.04276 -15.12266 -0.116 0.111 -4.247
O -20.64737 19.48434 -17.01813 -0.629 -0.063 -0.883
N -18.74924 21.24802 -17.24863 -4.035 0.086 -0.454
S -17.73974 20.36823 -16.46857 4.277 0.102 5.212
O -17.50239 20.92253 -15.08707 -0.041 -1.094 -3.491
O -17.84839 18.93064 -16.51043 -0.156 0.902 -0.750
C -16.14051 20.77871 -17.47677 -0.890 1.612 3.005
F -15.87600 22.11745 -17.54342 -0.576 -0.028 -0.053
F -15.11122 20.26369 -16.85308 0.597 -0.738 0.612
F -16.19554 20.33076 -18.65779 -0.318 -1.178 -3.162
C -17.96232 15.93323 -12.88316 0.714 -0.085 0.124
F -17.43586 15.89923 -11.64448 0.080 0.397 -0.281
F -17.13471 16.51409 -13.74910 -0.237 -0.206 0.645
F -18.06002 14.64780 -13.19079 -0.675 -0.450 -0.751
S -19.61251 16.85225 -12.95350 -2.069 1.172 -1.327
O -19.39477 18.04470 -13.81716 -0.187 -3.016 2.518
O -20.63211 15.91299 -13.45151 1.551 0.695 1.257
N -19.90573 17.10843 -11.23873 0.429 0.244 -2.721
S -19.17674 18.51619 -11.06030 3.005 1.439 -0.178
O -17.69883 18.40358 -11.26574 -2.870 0.607 0.683
O -19.86122 19.62801 -11.67008 0.171 -0.213 0.972
C -19.26857 18.85697 -9.17619 -0.120 0.633 -1.012
F -20.46039 19.51216 -8.86273 1.567 -0.933 0.081
F -19.19088 17.70156 -8.52804 -0.409 -0.075 0.690
F -18.22595 19.62050 -8.76292 -1.336 -0.477 -0.394
C -11.99403 12.99664 -15.95496 1.256 -0.347 -1.578
F -10.69445 12.76408 -15.54077 -1.377 0.900 -0.561
F -12.74680 13.17511 -14.90645 -0.134 0.222 0.315
F -12.07703 14.10417 -16.76332 0.491 -2.025 1.403
S -12.48842 11.34066 -16.86364 0.918 0.561 -1.372
O -12.04924 11.37056 -18.25436 -0.010 0.159 1.449
O -11.86240 10.26200 -16.03588 -1.900 2.139 -1.444
N -14.17329 11.65503 -16.95437 2.853 -1.441 1.389
S -14.71427 10.68451 -15.83799 -2.115 1.506 4.051
O -15.01930 9.38153 -16.34624 -0.541 -1.089 -0.162
O -14.13391 10.73581 -14.46115 -0.700 -0.202 -2.293
C -16.41569 11.61451 -15.40616 2.879 1.094 -1.083
F -16.05733 12.95487 -15.17613 -1.253 -2.387 -0.634
F -17.27830 11.43916 -16.39457 -0.255 0.816 -0.641
F -17.01852 11.15457 -14.34035 -0.030 -0.345 1.289
C -5.45626 16.31848 -9.64759 0.047 0.887 -0.270
F -6.69872 16.54482 -9.14712 2.255 -0.003 -0.852
F -5.13105 17.13155 -10.70833 -0.885 -1.092 1.690
F -4.50256 16.58931 -8.67336 -1.278 -0.309 -0.774
S -5.19539 14.55914 -10.24124 -1.061 -1.283 -1.960
O -3.94504 14.61718 -10.93850 0.576 0.394 0.009
O -5.21274 13.67911 -9.06385 -0.368 1.288 -1.167
N -6.43020 14.33882 -11.58291 2.634 0.157 3.962
S -7.48708 13.46946 -10.75834 -2.405 1.776 -2.468
O -7.18039 12.08114 -10.72676 0.055 -1.563 0.789
O -7.99004 14.16906 -9.59618 -0.317 -0.907 0.006
C -8.92436 13.51309 -12.13222 0.400 -0.817 0.378
F -10.12368 13.23178 -11.51950 0.928 1.190 -0.146
F -8.93007 14.66964 -12.82015 -0.515 -1.679 0.866
F -8.80186 12.43380 -12.96884 0.536 1.349 0.234
C -14.51995 15.92883 -20.89777 0.852 -0.565 5.096
F -13.49963 16.73880 -21.15398 -0.211 0.405 -1.079
F -15.67265 16.51546 -20.86291 -1.035 1.373 -1.061
F -14.56340 14.91782 -21.68805 0.185 -1.418 -2.215
S -14.17305 15.25874 -19.09573 1.187 -1.224 0.672
O -13.33258 14.09154 -19.27028 -0.653 0.279 -0.765
O -13.46560 16.36175 -18.40712 -1.867 -1.523 -1.068
N -15.76658 14.59097 -18.57332 3.188 2.673 -0.225
S -16.14666 15.81255 -17.58503 -1.740 -0.190 0.399
O -15.58862 15.77387 -16.26092 -0.429 -0.673 0.182
O -16.05946 17.09813 -18.21474 -0.629 0.456 -0.426
C -18.06313 15.48719 -17.50730 2.331 -0.561 1.711
F -18.39460 14.19162 -17.08662 0.180 1.664 -0.740
F -18.54724 16.37180 -16.67818 -0.528 -0.168 1.034
F -18.57840 15.75108 -18.66709 -0.819 -0.588 -1.765
C -14.33503 18.02773 -6.07242 3.077 0.828 -3.473
F -14.14191 17.66808 -7.37691 -0.896 1.099 -0.144
F -15.58449 18.32237 -5.88543 -0.698 -0.495 0.823
F -13.86253 16.94947 -5.50520 -0.479 -1.308 2.728
S -13.21321 19.54071 -5.73576 -0.341 1.249 1.135
O -14.11623 20.61889 -6.19209 1.731 -2.100 0.660
O -12.97236 19.53792 -4.25928 0.108 -0.638 -2.635
N -11.75937 19.19401 -6.65040 -3.638 -0.888 5.127
S -11.78331 20.11479 -7.86300 0.264 4.726 -4.824
O -12.36694 19.50085 -9.05118 0.493 0.486 1.069
O -12.12872 21.55076 -7.59602 1.217 -3.090 -0.512
C -9.88572 20.13898 -8.16520 -3.615 -0.219 -4.198
F -9.47091 18.95097 -8.53404 0.582 -1.150 0.565
F -9.59506 20.95484 -9.19438 -0.084 0.082 0.423
F -9.32582 20.60014 -7.15310 2.554 1.065 4.059
C -6.73787 19.59465 -11.30681 -3.022 -1.103 -0.468
F -6.99311 20.83684 -11.17522 -1.690 3.695 0.375
F -5.68551 19.57157 -12.01698 3.629 -1.434 -1.233
F -6.63418 19.13871 -10.06754 0.638 -0.973 0.413
S -8.11451 18.65780 -12.22670 -0.398 0.475 -0.133
O -7.75869 17.26536 -12.16556 0.815 0.615 -0.560
O -9.30873 18.93492 -11.48436 -0.216 1.089 -0.259
N -8.06078 19.51490 -13.77734 -0.189 -1.366 2.378
S -8.26433 18.32272 -14.79852 4.951 -2.072 -0.067
O -7.03193 17.46003 -14.85678 -2.030 2.232 -1.283
O -9.41852 17.54060 -14.56136 -2.124 -0.341 -0.630
C -8.47977 19.23679 -16.51159 -0.250 -1.045 0.789
F -9.72393 19.64740 -16.57246 -0.953 0.078 -0.105
F -7.72595 20.29810 -16.75050 0.895 0.240 0.246
F -8.26854 18.35122 -17.51027 0.054 0.198 0.463
```
Positions in Å, forces in eV/Å.

Computed properties:
**Charge**: -6
**E_tot**: -417959.7436 eV
**LUMO energy**: 4.426 eV
**HOMO level**: 1.8 eV



# 2
This record from OMol25 describes an isolated molecule of C32H37BO4S in a non-equilibrium geometry. The level of theory is ωB97M-V with the def2-TZVPD basis set.

Geometry as XYZ:
```
75
Properties=species:S:1:pos:R:3:forces:R:3
C -4.69440 2.65637 -0.83503 0.290 -0.103 0.194
O -3.77751 2.57537 0.28486 1.017 0.109 -0.553
C -2.48343 2.24541 0.06466 -0.091 0.117 0.242
C -1.61884 2.24550 1.19785 -1.699 0.208 0.090
C -0.41427 1.65226 1.13168 0.844 -0.018 -0.818
C 0.21035 1.28589 -0.14638 -1.259 0.223 0.215
B 0.99351 -0.35723 -0.09715 -0.443 1.126 -0.659
C 1.33779 2.22968 -0.37701 0.916 0.159 -1.202
C 1.82081 2.68982 -1.58659 -0.225 0.136 0.807
C 2.76526 3.76313 -1.42414 0.095 -0.333 0.839
C 3.02987 4.05096 -0.09862 -0.575 -0.693 -1.288
C 3.83834 5.15476 0.46056 0.318 0.303 0.501
S 2.14329 2.97505 0.94806 0.157 0.794 -0.455
O 2.05415 -0.25928 0.89845 -0.883 -0.288 -0.066
C 3.32548 -0.69762 0.38510 -0.341 -0.057 -0.205
C 4.42037 0.34083 0.60532 0.163 0.515 -0.082
C 3.72752 -1.90375 1.22491 -0.001 -0.561 -0.002
C 3.02272 -0.98104 -1.16448 -0.136 0.082 0.122
C 3.91537 -0.22549 -2.14390 0.104 0.358 -0.200
C 3.10181 -2.43416 -1.56146 -0.127 -0.800 0.143
O 1.63575 -0.59649 -1.34842 0.014 -0.166 0.420
C -0.73708 1.26330 -1.26419 0.785 0.833 0.041
C -1.98540 1.80842 -1.18833 -0.688 -0.305 -0.357
H -5.67330 2.83427 -0.38423 0.240 -0.026 -0.114
H -4.42652 3.48985 -1.49833 -0.032 -0.213 0.200
H -4.70731 1.71507 -1.40146 0.000 0.224 0.204
H -1.99275 2.69495 2.11471 -0.099 -0.430 -0.031
H 0.16962 1.51235 2.03374 0.156 0.293 -0.021
H 1.47088 2.29839 -2.53949 0.095 0.237 0.212
H 3.22034 4.29251 -2.26238 -0.122 -0.084 0.320
H 4.20684 5.82510 -0.32464 -0.105 -0.221 0.126
H 3.21551 5.73926 1.15245 0.291 0.017 -0.129
H 4.69887 4.77252 1.02474 -0.094 0.173 -0.078
H 5.39868 -0.08037 0.31679 -0.378 0.141 0.005
H 4.25729 1.26361 0.03655 0.027 -0.205 0.109
H 4.49789 0.61536 1.66589 -0.190 -0.138 -0.194
H 4.70026 -2.31325 0.92142 -0.224 0.037 -0.035
H 3.81698 -1.60419 2.27771 -0.084 0.053 -0.282
H 2.97499 -2.69784 1.17287 0.146 0.087 0.010
H 4.97521 -0.51709 -2.01607 -0.483 0.192 0.047
H 3.63738 -0.49543 -3.17565 -0.023 0.093 0.362
H 3.81368 0.86006 -2.03685 0.106 -0.221 -0.027
H 4.12819 -2.82911 -1.54686 -0.231 0.137 0.090
H 2.46464 -3.03588 -0.90375 0.346 0.023 -0.256
H 2.70620 -2.53759 -2.58005 0.084 0.015 0.232
H -0.39335 0.84294 -2.21464 0.033 0.330 0.262
H -2.60983 1.89168 -2.09062 0.290 -0.321 0.564
C -6.00791 -0.45720 3.79420 0.658 -0.393 0.113
O -4.73940 -1.08408 4.08868 -0.629 0.356 -0.142
C -3.79138 -1.10846 3.10953 0.494 0.122 -0.699
C -2.50491 -1.55538 3.47316 -0.730 0.452 -0.094
C -1.47919 -1.53999 2.54398 0.139 0.045 -0.612
C -1.66792 -1.15341 1.19038 0.024 0.478 0.306
C -0.53166 -1.28511 0.18174 1.649 -1.367 0.682
C -0.88215 -2.26456 -0.92224 0.161 -0.748 0.283
C -0.08999 -3.42374 -1.06530 -0.214 0.122 -0.542
C -0.22912 -4.28375 -2.16088 -0.163 0.400 0.310
C -1.26969 -4.09885 -3.07279 0.005 0.108 0.233
C -2.20330 -3.09091 -2.82810 0.340 0.060 0.083
C -2.00824 -2.19329 -1.77110 0.271 0.183 -0.129
C -2.97429 -0.75545 0.85677 0.342 0.019 0.023
C -4.01230 -0.70622 1.77756 -0.181 -0.167 0.969
H -6.54376 -0.45652 4.74633 0.051 0.016 -0.243
H -5.87426 0.57541 3.43866 0.037 -0.254 0.095
H -6.56896 -1.03710 3.04721 0.125 0.131 0.170
H -2.35412 -1.87798 4.50061 0.092 0.057 -0.184
H -0.48525 -1.86256 2.85519 -0.191 0.012 -0.077
H 0.33411 -1.67911 0.78630 -1.159 -1.408 0.028
H 0.63603 -3.65236 -0.28689 -0.014 0.129 -0.276
H 0.48149 -5.09404 -2.28882 -0.133 -0.025 0.024
H -1.36821 -4.75045 -3.93729 -0.029 0.068 0.167
H -3.06928 -2.98263 -3.48838 0.279 0.008 0.292
H -2.76487 -1.42994 -1.61406 0.276 -0.060 -0.198
H -3.21303 -0.43034 -0.14866 0.131 -0.009 0.162
H -5.00024 -0.34090 1.48660 0.385 -0.167 -0.050
```
Positions in Å, forces in eV/Å.

Computed properties:
**Charge**: 0
**E_tot**: -53484.3729 eV
**LUMO energy**: -0.995 eV
**HOMO level**: -6.7 eV